{
  "formula": "C3H2NO2S",
  "method": "ωB97M-V with the def2-TZVPD basis set",
  "elements": ["S", "O", "O", "N", "C", "C", "C", "H", "H"],
  "coordinates": [[1.609, 1.456, 0.834], [-1.796, -1.936, 0.551], [2.515, -0.429, -0.891], [-1.577, 0.539, 0.305], [-1.451, -0.872, 0.064], [2.258, 0.454, -0.159], [-0.876, -0.093, -0.831], [-0.946, 0.899, 1.052], [0.265, -0.019, -0.926]],
  "forces_ev_per_angstrom": [[0.539, 0.619, 0.308], [-0.142, -0.220, 0.557], [0.680, 1.756, 1.062], [-1.368, 2.070, 1.850], [-0.395, -1.455, 0.817], [-0.682, -2.326, -1.221], [3.801, 0.436, -3.200], [-0.219, -0.639, -0.024], [-2.214, -0.241, -0.148]],
  "mol_weight_g_mol": 116.12,
  "charge": -1,
  "e_homo_ev": -1.75,
  "homo_lumo_gap_ev": 4.798,
  "de_lowest_kcal_mol": 87.8
}